This record from OMol25 describes 10 unconnected molecules or ions with the total composition C44H94O24P2S8 at a distorted geometry. The level of theory is the ωB97M-V functional and the def2-TZVPD basis.

**Multiplicity**: 1
**SMILES**: CCOP(=O)(OCC)OCC.CCOP(=O)(OCC)OCC.O=S1(=O)CCCC1.O=S1(=O)CCCC1.O=S1(=O)CCCC1.O=S1(=O)CCCC1.O=S1(=O)CCCC1.O=S1(=O)CCCC1.O=S1(=O)CCCC1.O=S1(=O)CCCC1
**HOMO energy**: -10.05 eV
**Energy**: -201552.1482 eV
**Total charge**: 0

Positions of all 172 atoms, in Å:
C -3.348 2.844 -0.769
C -4.029 3.098 0.604
O -4.516 1.928 1.152
P -4.005 1.391 2.608
O -2.561 1.176 2.824
O -4.730 2.394 3.687
C -4.748 2.099 5.007
C -3.514 2.656 5.648
O -4.788 -0.020 2.714
C -4.535 -1.081 1.827
C -4.590 -0.859 0.327
H -2.765 1.923 -0.780
H -4.106 2.766 -1.548
H -2.592 3.612 -0.937
H -3.241 3.518 1.229
H -4.833 3.834 0.618
H -5.598 2.632 5.433
H -4.850 1.042 5.252
H -2.549 2.583 5.147
H -3.571 3.729 5.835
H -3.389 2.205 6.632
H -3.568 -1.449 2.171
H -5.273 -1.838 2.096
H -5.654 -0.804 0.101
H -4.090 0.011 -0.100
H -4.138 -1.708 -0.186
C -1.074 -9.930 -5.093
C -0.314 -8.812 -4.299
O -1.313 -7.843 -3.893
P -1.525 -6.347 -4.603
O -0.426 -5.785 -5.403
O -2.983 -6.524 -5.206
C -3.820 -5.392 -5.420
C -3.597 -4.710 -6.809
O -1.942 -5.442 -3.369
C -0.988 -4.593 -2.688
C -1.368 -3.191 -3.023
H -1.755 -9.539 -5.849
H -0.334 -10.574 -5.569
H -1.647 -10.481 -4.347
H 0.254 -9.220 -3.463
H 0.470 -8.356 -4.905
H -4.825 -5.811 -5.362
H -3.816 -4.586 -4.685
H -4.281 -3.863 -6.847
H -2.647 -4.186 -6.708
H -3.596 -5.384 -7.667
H -0.970 -4.573 -1.599
H 0.027 -4.774 -3.043
H -2.425 -3.047 -3.247
H -0.964 -2.542 -2.246
H -0.921 -2.943 -3.986
O -0.319 5.260 -1.735
S -0.580 6.331 -2.682
O -1.825 6.424 -3.460
C -0.254 7.945 -1.748
C 1.243 8.289 -1.963
C 1.507 7.990 -3.441
C 0.854 6.641 -3.824
H -0.640 7.901 -0.729
H -0.899 8.712 -2.177
H 1.497 9.316 -1.699
H 1.893 7.660 -1.355
H 2.560 8.147 -3.677
H 1.039 8.781 -4.026
H 1.535 5.793 -3.756
H 0.551 6.584 -4.870
O 4.158 5.683 -3.996
S 4.531 5.375 -2.625
O 4.204 6.281 -1.542
C 3.932 3.688 -2.211
C 5.087 2.971 -1.540
C 6.351 3.387 -2.343
C 6.280 4.886 -2.492
H 3.722 3.387 -3.237
H 2.997 3.716 -1.651
H 5.055 3.301 -0.502
H 4.785 1.923 -1.551
H 6.297 2.842 -3.286
H 7.337 3.096 -1.982
H 6.725 5.386 -3.353
H 6.670 5.380 -1.602
O -0.936 1.146 8.001
S -0.849 -0.206 7.438
O -2.028 -1.073 7.350
C -0.194 -0.089 5.709
C 1.384 -0.087 5.843
C 1.854 -0.382 7.318
C 0.706 -1.063 8.074
H -0.665 0.695 5.115
H -0.383 -1.063 5.257
H 1.845 -0.706 5.073
H 1.817 0.904 5.713
H 2.032 0.526 7.894
H 2.718 -1.046 7.311
H 0.706 -0.946 9.158
H 0.677 -2.127 7.838
O -1.814 -3.558 1.554
S -2.112 -4.460 2.668
O -2.269 -5.921 2.453
C -0.873 -4.072 4.062
C -1.771 -3.909 5.311
C -2.958 -3.077 4.825
C -3.539 -3.880 3.714
H -0.407 -3.103 3.886
H -0.104 -4.843 4.022
H -2.121 -4.876 5.672
H -1.247 -3.524 6.186
H -2.575 -2.097 4.539
H -3.742 -2.910 5.563
H -4.320 -3.489 3.062
H -3.903 -4.824 4.119
O 6.257 -0.865 2.733
S 6.026 0.515 3.151
O 7.085 1.315 3.750
C 5.401 1.512 1.622
C 3.978 1.963 1.999
C 3.798 2.085 3.504
C 4.467 0.805 4.102
H 5.274 0.720 0.884
H 6.129 2.220 1.226
H 3.582 2.872 1.544
H 3.278 1.224 1.609
H 2.753 2.126 3.812
H 4.362 2.962 3.821
H 3.883 -0.109 3.992
H 4.722 0.925 5.155
O 4.086 -3.617 2.643
S 2.832 -3.285 1.963
O 1.847 -2.439 2.655
C 3.313 -2.569 0.321
C 2.843 -3.620 -0.654
C 1.577 -4.353 -0.135
C 1.965 -4.740 1.280
H 4.392 -2.445 0.232
H 2.781 -1.618 0.299
H 2.539 -3.329 -1.660
H 3.529 -4.464 -0.730
H 1.344 -5.227 -0.744
H 0.715 -3.687 -0.104
H 2.696 -5.548 1.317
H 1.214 -4.900 2.053
O 0.986 2.808 -3.918
S -0.024 3.186 -4.905
O 0.145 4.441 -5.647
C -0.178 1.864 -6.188
C -1.717 1.612 -6.391
C -2.532 2.639 -5.575
C -1.729 2.948 -4.251
H 0.217 0.917 -5.821
H 0.428 2.189 -7.034
H -2.037 1.698 -7.430
H -1.947 0.588 -6.098
H -3.559 2.299 -5.444
H -2.557 3.526 -6.208
H -1.723 2.011 -3.694
H -1.954 3.778 -3.581
O 1.282 -0.500 -1.478
S 0.023 0.165 -1.165
O -1.108 0.162 -2.105
C -0.457 -0.532 0.468
C 0.266 0.330 1.521
C 0.072 1.805 1.002
C 0.353 1.847 -0.510
H -0.262 -1.599 0.355
H -1.538 -0.407 0.527
H -0.088 0.084 2.522
H 1.324 0.089 1.415
H 0.649 2.513 1.597
H -0.953 2.094 1.235
H 1.360 2.178 -0.765
H -0.272 2.584 -1.013